ORCA calculation (ωB97M-V/def2-TZVPD) on a molecular structure, C41H30IIrN2O2P.

As for the expectation value of S²: 6.014. For the molecular weight, the calculation gives 932.8 g/mol. The value obtained for the LUMO energy (alpha / beta) is -2.689 / -4.535 eV. The calculation puts the energy above the lowest of the compared OMol25 structures with the same formula, charge and spin at 4.5 kcal/mol. Its charge is +1. As for the multiplicity: 5. The value obtained for the HOMO energy (alpha / beta) is -10.073 / -10.987 eV.

Each line ends with the Mulliken spin population.
Cartesian coordinates (Å):
Ir  0.01976  -0.02074  -1.03787  2.67
I  0.62743  2.85967  -0.08811  0.18
C  -0.91251  3.65186  1.07679  -0.02
C  -1.00865  5.00530  0.95076  0.02
C  -1.86408  5.74575  1.79028  0.00
C  -2.55595  5.09504  2.75916  0.00
C  -2.48086  3.68565  2.89447  0.00
C  -3.21677  3.07446  3.93492  0.00
C  -3.20240  1.72683  4.10377  0.00
C  -2.48764  0.93740  3.19002  0.01
C  -1.75520  1.47021  2.15419  0.00
P  -1.16030  0.09950  1.06909  0.22
C  -0.10684  -0.88602  2.16690  0.04
C  0.16544  -2.22424  1.86590  0.02
C  1.08960  -2.93423  2.61852  -0.02
C  1.76009  -2.31196  3.66498  0.03
C  1.50407  -0.97885  3.95926  -0.01
C  0.57788  -0.26455  3.21115  0.06
C  -2.70879  -0.77686  0.70839  -0.02
C  -3.15519  -1.91129  1.38005  0.01
C  -4.34952  -2.51339  1.00314  0.00
C  -5.10128  -1.98449  -0.03691  0.01
C  -4.66723  -0.84244  -0.69829  0.01
C  -3.47317  -0.24476  -0.33066  0.01
C  -1.68338  2.89595  2.00669  -0.03
H  -0.40396  5.52287  0.21699  0.00
H  -1.93174  6.81996  1.67655  0.00
H  -3.18271  5.64359  3.45303  0.00
H  -3.79173  3.71035  4.59942  0.00
H  -3.75826  1.25582  4.90555  0.00
H  -2.54359  -0.13796  3.30336  0.01
H  -0.34517  -2.70793  1.04090  0.01
H  1.29368  -3.97241  2.38364  0.00
H  2.48237  -2.86724  4.25158  0.00
H  2.02515  -0.49154  4.77513  0.00
H  0.38658  0.77686  3.44465  0.00
H  -2.58797  -2.32587  2.20366  0.00
H  -4.69320  -3.39655  1.52828  0.00
H  -6.02986  -2.45993  -0.32931  0.00
H  -5.25483  -0.42423  -1.50695  0.00
H  -3.13229  0.64465  -0.85366  -0.01
C  -1.38963  0.76963  -5.10830  -0.02
C  -0.18808  0.99685  -5.77167  0.04
C  1.00849  0.99161  -5.07053  -0.02
C  1.01858  0.76967  -3.69424  -0.04
C  -0.19387  0.54933  -3.03213  0.38
C  -1.38824  0.53580  -3.74029  -0.08
C  2.27527  0.72206  -2.90672  0.06
C  3.55473  0.91102  -3.47388  0.01
C  4.65957  0.83430  -2.68367  -0.01
C  4.53939  0.57012  -1.30176  0.02
C  5.65757  0.47583  -0.43882  0.00
C  5.48268  0.21948  0.88772  0.00
C  4.17880  0.03952  1.40409  0.01
C  3.08583  0.12115  0.59177  0.04
C  3.24472  0.39290  -0.78266  -0.05
N  2.14880  0.48197  -1.61062  0.12
H  -2.32329  0.75879  -5.65927  0.00
H  -0.18098  1.17004  -6.84038  0.00
H  1.93125  1.16284  -5.61131  0.00
H  -2.32538  0.33699  -3.22963  0.01
H  3.65589  1.11354  -4.52966  0.00
H  5.64833  0.97341  -3.11092  0.00
H  6.65086  0.60525  -0.85355  0.00
H  6.33872  0.14512  1.54673  0.00
H  4.04543  -0.17844  2.45684  0.00
H  2.09411  -0.05164  0.98543  0.03
O  -1.35917  -2.06884  -1.71379  0.09
C  -0.29131  -2.68499  -1.64451  -0.02
C  -0.03392  -4.14834  -1.90105  0.01
C  1.47266  -4.28105  -1.63604  0.02
C  1.93424  -2.88080  -1.23123  0.03
O  3.05826  -2.56943  -0.92998  0.01
N  0.82804  -2.02497  -1.27874  0.13
H  -0.33133  -4.40128  -2.91841  0.00
H  -0.65486  -4.73995  -1.22790  0.00
H  2.04033  -4.58440  -2.51472  0.00
H  1.72050  -4.97733  -0.83560  0.00